No. 1
This record from OMol25 describes a molecular structure, C30H38N12O3P2PtS. The level of theory is ωB97M-V with the def2-TZVPD basis set.

Summary:
- spin multiplicity = 5
- electronic energy (Ha) = -3248.40399
- HOMO (alpha / beta) (eV) = -12.835 / -13.399
- total charge = +2
- energy relative to the best compared isomer or geometry (same formula, charge and spin) (eV) = 1.013
- F_max (eV Å⁻¹) = 0.6

Last column: Mulliken spin population.
Element x y z (Å)
Pt  -0.895  0.304  0.043  1.465
N  -1.449  -1.735  -1.151  0.179
C  -0.297  -2.614  -1.272  0.017
C  -0.286  -3.607  -2.243  0.009
C  0.811  -4.440  -2.368  0.006
C  1.909  -4.277  -1.531  0.003
C  1.898  -3.289  -0.563  0.006
C  0.795  -2.445  -0.425  -0.032
P  0.705  -1.188  0.889  0.093
C  2.344  -0.446  1.080  -0.035
C  3.432  -1.139  1.619  0.003
C  4.664  -0.518  1.749  0.001
C  4.826  0.802  1.350  0.000
C  3.757  1.498  0.806  0.003
C  2.524  0.877  0.671  0.019
C  0.350  -2.209  2.348  0.020
C  -0.738  -3.081  2.270  0.003
C  -1.072  -3.888  3.344  0.000
C  -0.321  -3.829  4.512  0.001
C  0.755  -2.958  4.600  -0.008
C  1.088  -2.143  3.526  0.017
H  -2.228  -2.160  -0.657  -0.017
H  -1.791  -1.493  -2.078  0.013
H  -1.141  -3.727  -2.900  0.000
H  0.806  -5.226  -3.113  0.000
H  2.777  -4.915  -1.641  0.001
H  2.755  -3.168  0.085  0.001
H  3.328  -2.168  1.938  0.001
H  5.500  -1.066  2.164  0.000
H  5.787  1.286  1.463  0.000
H  3.882  2.527  0.494  0.000
H  1.698  1.427  0.245  0.001
H  -1.322  -3.145  1.360  0.003
H  -1.909  -4.569  3.269  0.000
H  -0.571  -4.469  5.348  0.001
H  1.344  -2.916  5.507  0.000
H  1.923  -1.462  3.614  0.005
N  -2.924  3.326  0.172  0.023
C  -2.114  3.099  1.254  0.018
N  -2.093  3.927  2.280  0.026
N  -1.177  3.411  3.106  0.048
N  -0.668  2.343  2.604  0.082
N  -1.251  2.081  1.399  0.109
C  -3.083  2.472  -0.870  -0.011
N  -3.894  2.731  -1.902  0.038
N  -3.715  1.726  -2.737  0.037
N  -2.870  0.869  -2.239  0.145
N  -2.437  1.335  -1.030  0.038
H  -3.489  4.162  0.186  -0.001
C  1.322  2.670  5.799  0.000
N  0.018  2.187  6.255  0.077
C  -0.634  2.593  7.393  0.037
C  -1.820  1.939  7.437  0.054
N  -1.871  1.157  6.316  0.059
C  -0.742  1.293  5.587  -0.038
S  -0.357  0.496  4.147  0.643
H  1.836  3.127  6.638  0.002
H  1.185  3.398  5.002  -0.001
H  1.899  1.832  5.418  0.002
H  -0.213  3.315  8.071  0.004
H  -2.611  1.974  8.165  0.004
H  -2.635  0.562  6.039  -0.004
C  -2.935  -0.426  -5.940  0.009
C  -2.609  1.030  -5.714  -0.003
O  -1.396  1.212  -4.889  0.072
P  -1.009  0.379  -3.626  0.558
O  -0.072  1.332  -2.784  0.109
C  -0.155  2.799  -2.789  0.011
C  0.707  3.378  -3.880  0.006
O  -0.063  -0.813  -4.008  0.020
C  1.171  -0.652  -4.802  0.047
C  1.230  -1.755  -5.824  -0.001
H  -3.789  -0.507  -6.612  0.001
H  -3.207  -0.914  -4.998  -0.007
H  -2.092  -0.959  -6.381  0.000
H  -3.416  1.553  -5.212  0.004
H  -2.371  1.543  -6.640  0.003
H  0.200  3.097  -1.804  -0.003
H  -1.198  3.101  -2.893  -0.002
H  1.716  2.962  -3.839  -0.001
H  0.777  4.457  -3.732  0.001
H  0.282  3.195  -4.866  0.000
H  1.997  -0.706  -4.095  0.002
H  1.167  0.335  -5.264  0.001
H  1.100  -2.725  -5.343  0.001
H  2.203  -1.740  -6.317  0.003
H  0.459  -1.631  -6.586  0.000


No. 2
This record from OMol25 describes 2 unconnected molecules or ions with the total composition C10H10N2O2. The level of theory is ωB97M-V with the def2-TZVPD basis set.

Summary:
- SMILES string = O=c1cc[nH]c(=O)[nH]1.c1ccccc1
- spin multiplicity = 1
- electronic energy (Ha) = -646.99742
- HOMO (eV) = -9.298
- total charge = 0
- energy relative to the best compared isomer or geometry (same formula, charge and spin) (eV) = 2.845
- F_max (eV Å⁻¹) = 7.7

Last column: natural (NBO) charge in e.
Element x y z (Å)
C  -1.599  -0.520  1.044  0.657
C  -2.340  -0.643  2.306  -0.396
C  -1.776  -0.307  3.467  0.076
C  0.311  0.309  2.334  0.776
C  0.528  1.114  -3.233  -0.183
C  0.818  1.413  -1.809  -0.175
C  1.113  0.427  -0.929  -0.348
C  1.454  -0.866  -1.382  -0.201
C  1.054  -1.079  -2.673  -0.196
C  0.731  -0.199  -3.629  -0.238
H  0.385  -0.196  0.315  0.446
H  -3.353  -0.968  2.291  0.237
H  -2.287  -0.311  4.389  0.216
H  -0.091  0.568  4.285  0.419
H  0.450  1.905  -4.068  0.224
H  0.865  2.540  -1.493  0.226
H  1.564  0.714  0.042  0.264
H  2.061  -1.433  -0.667  0.237
H  1.339  -2.164  -3.089  0.203
H  0.104  -0.486  -4.558  0.232
N  -0.218  -0.128  1.208  -0.656
N  -0.504  0.218  3.463  -0.599
O  -2.051  -0.698  -0.054  -0.565
O  1.442  0.791  2.442  -0.657


> Among the records above, which one has the lowest F_max?

C30H38N12O3P2PtS